Record 1
C5H6BBrFNO2 | the ωB97M-V functional and the def2-TZVPD basis

XYZ file:
```
17
C5H6BBrFNO2 | the Open Molecules 2025 dataset | the ωB97M-V functional and the def2-TZVPD basis
O -1.597 2.369 -0.496
B -0.502 1.612 -0.440
O 0.791 1.964 -0.541
C -0.529 0.105 0.038
Br -2.412 -0.511 0.586
C 0.281 -0.081 1.250
C 0.834 -1.295 1.491
C 0.639 -2.326 0.457
N 0.219 -2.119 -0.740
C -0.023 -0.793 -1.176
F -0.922 -0.838 -2.303
H -1.446 3.351 -0.452
H 1.098 2.824 -0.778
H 0.377 0.790 1.881
H 1.559 -1.517 2.239
H 0.774 -3.315 0.661
H 0.859 -0.218 -1.675
```

The SMILES is OB(O)[C@]1(Br)C=CC=N[C@H]1F. The value obtained for the gap between HOMO and LUMO is 0.33421 hartree.

Computed Löwdin charges, given in elementary charges: 0.185, -0.798, 0.207, -0.532, 0.730, -0.117, -0.027, -0.123, 0.112, -0.330, -0.047, 0.147, 0.110, 0.123, 0.096, 0.080, 0.184


Record 2
CH10N6P | the ωB97M-V functional and the def2-TZVPD basis

XYZ file:
```
18
CH10N6P | the Open Molecules 2025 dataset | the ωB97M-V functional and the def2-TZVPD basis
C -0.811 1.011 1.393
N -1.893 1.482 2.066
N 0.391 1.551 1.745
N 0.577 0.575 -2.372
N 1.334 -2.903 -0.848
N 0.739 -0.769 -2.021
N -0.848 0.136 0.452
P 1.541 -1.295 -0.717
H -1.809 2.286 2.663
H -2.813 1.261 1.729
H 0.460 2.026 2.630
H 1.208 1.039 1.463
H 1.284 1.147 -1.918
H -0.343 0.907 -2.082
H 1.806 -3.539 -0.226
H 0.746 -3.361 -1.534
H 0.217 -1.370 -2.657
H -1.787 -0.182 0.234
```

The charge is +1. The value obtained for the gap between HOMO and LUMO is 0.30216 hartree.

Computed Löwdin charges, given in elementary charges: -0.636, 0.148, 0.130, -0.005, -0.171, -0.362, 0.040, 1.015, 0.105, 0.107, 0.103, 0.069, 0.076, 0.083, 0.060, 0.074, 0.119, 0.044


Record 3
C3H5N6O2 | the ωB97M-V functional and the def2-TZVPD basis

XYZ file:
```
16
C3H5N6O2 | the Open Molecules 2025 dataset | the ωB97M-V functional and the def2-TZVPD basis
C -0.968 1.400 0.923
C 0.269 2.052 1.319
C -1.010 0.062 0.735
N 1.417 1.518 1.160
N 1.646 0.496 0.448
N 1.203 -0.622 0.628
N -0.069 -0.877 1.018
N 1.106 -0.984 -1.972
N -2.308 -0.616 0.427
O -3.293 0.016 0.197
O -2.204 -1.806 0.614
H -1.971 2.046 0.785
H 0.086 3.021 1.797
H -0.319 -1.854 0.995
H 1.489 -0.552 -2.786
H 1.057 -1.972 -1.782
```

The charge is +1. The value obtained for the gap between HOMO and LUMO (spin up / spin down) is 0.27576 / 0.26766 hartree.

Computed Löwdin charges, given in elementary charges: 0.080, -0.029, -0.139, 0.135, 0.055, 0.125, 0.160, 0.147, -0.322, 0.172, 0.110, 0.200, 0.147, 0.166, -0.003, -0.004


Record 4
C2H3BiO2 | the ωB97M-V functional and the def2-TZVPD basis

XYZ file:
```
8
C2H3BiO2 | the Open Molecules 2025 dataset | the ωB97M-V functional and the def2-TZVPD basis
C -0.798 0.351 -0.071
C -0.315 -0.954 -0.157
O 1.011 -1.179 -0.093
O 0.211 1.263 0.143
H -0.932 -1.595 -0.811
H -0.138 2.150 0.288
Bi 2.282 0.376 -0.174
H -1.321 -0.411 0.876
```

The charge is +2. The value obtained for the gap between HOMO and LUMO (spin up / spin down) is 0.22566 / 0.22572 hartree.

Computed Löwdin charges, given in elementary charges: -0.070, -0.218, -0.350, -0.197, 0.189, 0.171, 2.193, 0.282


Record 5
C8H12N4 | the ωB97M-V functional and the def2-TZVPD basis

XYZ file:
```
24
C8H12N4 | the Open Molecules 2025 dataset | the ωB97M-V functional and the def2-TZVPD basis
C -12.610 -7.918 17.039
C -12.764 -6.519 16.695
N -12.921 -5.416 16.433
H -11.744 -8.358 16.557
H -13.510 -8.437 16.687
H -12.588 -8.097 18.111
C -15.966 -6.702 14.961
C -15.522 -5.600 14.104
N -15.195 -4.769 13.386
H -17.017 -6.888 14.759
H -15.807 -6.458 16.008
H -15.346 -7.558 14.696
C -12.834 -9.448 21.608
C -12.094 -9.965 20.467
N -11.495 -10.374 19.582
H -13.409 -10.246 22.069
H -13.499 -8.641 21.296
H -12.162 -9.001 22.338
C -14.004 -2.384 15.843
C -13.306 -1.107 15.849
N -12.754 -0.103 15.853
H -13.741 -3.029 15.015
H -15.073 -2.205 15.959
H -13.740 -2.900 16.770
```

The SMILES is CC#N.CC#N.CC#N.CC#N. The value obtained for the gap between HOMO and LUMO is 0.40989 hartree.

Computed Löwdin charges, given in elementary charges: -0.062, -0.265, 0.168, 0.090, 0.081, 0.059, -0.074, -0.287, 0.138, 0.080, 0.070, 0.077, -0.070, -0.289, 0.134, 0.083, 0.081, 0.085, -0.104, -0.292, 0.114, 0.046, 0.080, 0.055


Record 6
C17H34BBrO5 | the ωB97M-V functional and the def2-TZVPD basis

XYZ file:
```
58
C17H34BBrO5 | the Open Molecules 2025 dataset | the ωB97M-V functional and the def2-TZVPD basis
C -0.214 1.556 -2.577
C -1.028 0.647 -1.433
O -0.720 -0.756 -1.749
C -1.257 -1.671 -0.688
C -0.011 -1.918 0.355
C 1.395 -2.324 -0.455
C 2.443 -1.067 -0.323
C 3.146 -1.004 1.156
C 4.134 0.283 1.393
C 3.308 1.734 1.463
C 3.254 2.496 0.006
O 2.022 3.314 -0.062
C 1.923 3.986 -1.398
C -1.623 -3.161 -1.327
C -2.153 -3.111 -2.877
C -3.332 -1.993 -3.165
Br -0.638 -3.022 -4.241
O -2.496 -1.175 -0.072
C -2.475 -1.260 1.395
O -2.659 -2.382 2.123
B -2.266 0.139 2.297
O -1.043 0.997 2.185
C -3.436 0.686 3.344
C -2.636 1.684 4.419
H -0.386 2.693 -2.292
H 0.912 1.255 -2.679
H -0.823 1.397 -3.589
H -2.158 0.946 -1.554
H -0.563 0.907 -0.389
H 0.263 -0.927 0.956
H -0.189 -2.831 1.103
H 1.836 -3.312 0.047
H 1.130 -2.621 -1.559
H 3.216 -1.125 -1.226
H 1.792 -0.076 -0.456
H 2.294 -0.929 1.981
H 3.716 -2.025 1.384
H 4.598 0.154 2.486
H 5.036 0.337 0.636
H 2.204 1.560 1.812
H 3.795 2.473 2.260
H 4.227 3.172 -0.054
H 3.267 1.663 -0.817
H 0.863 4.522 -1.391
H 2.816 4.759 -1.570
H 2.029 3.184 -2.248
H -0.751 -3.936 -1.231
H -2.520 -3.577 -0.669
H -2.663 -4.170 -3.086
H -4.422 -2.408 -3.044
H -3.223 -1.705 -4.318
H -3.203 -0.988 -2.575
H -1.294 1.872 1.729
H -4.159 1.391 2.721
H -4.000 -0.186 3.894
H -3.329 2.050 5.291
H -1.677 1.160 4.847
H -2.276 2.645 3.829
```

The SMILES is CCO[C@](CCCCCCCOC)(C[C@@H](C)Br)OC(=O)B(O)CC. The value obtained for the gap between HOMO and LUMO is 0.33448 hartree.

Computed Löwdin charges, given in elementary charges: -0.081, -0.210, -0.171, -0.385, -0.101, -0.177, -0.212, -0.218, -0.207, -0.168, -0.235, -0.271, -0.128, -0.118, -0.647, -0.137, 0.551, -0.054, -0.160, 0.012, -0.220, -0.019, -0.147, -0.146, 0.073, 0.080, 0.094, 0.132, 0.115, 0.113, 0.141, 0.122, 0.090, 0.127, 0.103, 0.116, 0.121, 0.112, 0.116, 0.109, 0.119, 0.137, 0.112, 0.106, 0.105, 0.076, 0.121, 0.146, 0.104, 0.088, 0.078, 0.070, 0.135, 0.123, 0.115, 0.080, 0.088, 0.082


Question: Which formula does entry 5 have?
Answer: C8H12N4